DFT (the ωB97M-V functional and the def2-TZVPD basis) results for C17H43IrS4SbSi3 as an isolated structure.

Geometry as XYZ:
```
69
Properties=species:S:1:pos:R:3:forces:R:3
Ir -0.207 1.508 -0.123 -0.103 0.474 -0.058
C -1.981 4.294 -0.426 -0.037 -0.052 0.022
C -3.041 3.203 -0.355 0.027 0.020 0.009
S -2.522 1.607 0.383 0.101 -0.060 -0.078
C -2.500 1.945 2.177 -0.021 -0.002 -0.004
C -1.181 2.488 2.686 -0.006 -0.064 0.020
S 0.168 1.418 2.084 0.038 -0.034 0.156
C 1.572 2.571 2.231 0.040 -0.057 0.013
C 2.663 2.131 1.277 -0.015 0.036 -0.012
S 2.100 1.909 -0.447 -0.130 -0.023 0.094
C 2.145 3.599 -1.162 0.000 0.000 -0.012
C 0.965 4.508 -0.847 0.033 -0.036 0.000
S -0.536 3.569 -1.261 -0.066 -0.084 -0.144
H -1.692 4.676 0.552 0.024 -0.012 0.004
H -2.351 5.119 -1.035 0.004 0.008 0.009
H -3.387 2.929 -1.354 0.007 -0.004 -0.007
H -3.916 3.541 0.203 -0.002 0.016 -0.008
H -2.747 0.989 2.638 -0.006 0.040 0.004
H -3.319 2.631 2.394 -0.002 0.002 0.000
H -1.142 2.469 3.777 -0.009 0.007 -0.005
H -0.987 3.503 2.340 0.004 0.009 -0.014
H 1.917 2.527 3.266 0.011 0.005 -0.009
H 1.215 3.577 2.019 -0.015 0.006 -0.002
H 3.070 1.160 1.559 -0.015 0.005 0.027
H 3.489 2.843 1.265 0.005 -0.005 -0.001
H 2.213 3.415 -2.236 0.001 0.023 -0.002
H 3.088 4.054 -0.856 -0.005 0.011 0.001
H 1.008 5.389 -1.487 -0.002 0.009 0.010
H 0.927 4.825 0.193 -0.010 -0.015 0.009
C -1.050 -4.324 1.233 -0.008 0.051 -0.131
Si -0.748 -2.593 1.821 -0.023 -0.108 0.374
C -2.276 -1.788 2.531 0.046 0.150 -0.139
C 0.662 -2.513 3.040 0.062 0.063 -0.138
Sb 0.018 -1.132 -0.227 0.053 -0.199 -0.114
Si -1.456 -1.555 -2.446 0.140 -0.065 0.113
C -2.081 -3.275 -2.160 -0.037 0.024 -0.093
C -2.809 -0.289 -2.570 -0.002 0.065 -0.008
C -0.242 -1.434 -3.842 -0.006 0.022 0.010
Si 2.486 -1.900 -0.771 0.053 -0.113 0.030
C 2.248 -3.742 -0.856 -0.001 -0.003 -0.032
C 3.025 -1.157 -2.386 -0.104 0.059 -0.046
C 3.622 -1.418 0.626 -0.017 -0.012 -0.016
H -1.294 -4.909 2.126 0.016 -0.010 0.000
H -0.175 -4.784 0.772 -0.008 0.014 0.008
H -1.893 -4.412 0.548 -0.006 0.010 0.008
H -2.741 -2.450 3.266 0.034 -0.051 -0.014
H -3.029 -1.554 1.775 -0.010 -0.012 0.024
H -1.997 -0.876 3.064 -0.014 -0.038 0.021
H 0.358 -3.000 3.971 -0.042 -0.015 -0.012
H 0.949 -1.488 3.285 -0.005 -0.012 0.016
H 1.545 -3.041 2.676 -0.008 0.002 0.002
H -2.886 -3.317 -1.426 0.009 0.010 0.028
H -1.299 -3.981 -1.878 0.011 0.011 0.001
H -2.492 -3.619 -3.117 -0.017 -0.028 0.024
H -3.488 -0.295 -1.718 -0.006 -0.013 0.023
H -3.397 -0.548 -3.456 -0.016 0.024 0.007
H -2.425 0.721 -2.734 0.005 0.006 0.003
H 0.470 -2.259 -3.824 -0.002 -0.016 -0.006
H 0.312 -0.494 -3.855 -0.016 -0.004 -0.009
H -0.793 -1.505 -4.785 -0.018 -0.006 0.003
H 1.417 -4.043 -1.496 0.001 -0.001 -0.008
H 2.113 -4.190 0.129 -0.010 0.014 0.001
H 3.156 -4.173 -1.289 -0.005 -0.017 0.017
H 2.502 -1.603 -3.231 0.037 -0.008 -0.006
H 4.093 -1.348 -2.524 0.009 -0.024 0.041
H 2.878 -0.077 -2.427 0.042 -0.029 -0.017
H 3.194 -1.569 1.618 0.002 0.045 0.002
H 3.989 -0.396 0.523 0.011 -0.005 0.012
H 4.502 -2.065 0.558 -0.003 -0.003 -0.001
```
Forces are in eV/Å.

Properties
**Total charge**: +3
**LUMO energy**: -10.736 eV
**ΔE to the lowest compared entry with this formula, charge and spin**: 5.3 kcal per mole
**HOMO level**: -17.1 eV
**HOMO-LUMO gap**: 6.3 eV